No. 1
DFT (ωB97M-V with the def2-TZVPD basis set) results for a 2-piece molecular cluster, C12H16N2 overall at a distorted geometry.

Values from the calculation:
- LUMO energy (eV) = 0.93
- SMILES string = CCc1c[nH]cn1.Cc1ccccc1
- total charge = 0
- gap between HOMO and LUMO (eV) = 9.6

Structure (XYZ):
```
30
Properties=species:S:1:pos:R:3:lowdin_charge:R:1
C 1.74 -0.85 1.00 -0.24
C 1.12 -1.68 2.08 -0.11
C 1.79 -1.41 -0.36 -0.33
C 2.49 -2.50 -0.88 -0.03
C 1.11 -1.59 -2.42 -0.19
N 1.02 -0.90 -1.33 0.09
N 2.05 -2.59 -2.23 0.03
H 1.25 0.14 0.98 0.11
H 2.79 -0.70 1.27 0.11
H 1.29 -2.78 1.78 0.10
H 3.05 -3.29 -0.41 0.10
H 0.54 -1.46 -3.34 0.12
H 2.57 -2.83 -3.05 0.13
H 0.05 -1.57 2.25 0.06
H 1.83 -1.53 2.93 0.08
C -0.09 2.70 -1.13 -0.06
C -2.30 1.44 -0.84 -0.07
C -1.21 2.09 -0.29 -0.30
C -3.24 0.72 -0.10 -0.09
C -3.09 0.75 1.28 -0.10
C -1.13 2.23 1.10 -0.07
C -2.09 1.57 1.84 -0.11
H -2.30 1.37 -1.96 0.12
H -3.87 0.02 -0.65 0.10
H -0.48 3.57 -1.73 0.09
H 0.25 1.92 -1.85 0.07
H -3.58 0.07 1.97 0.10
H -0.25 2.57 1.61 0.10
H -2.04 1.65 2.92 0.10
H 0.73 2.90 -0.45 0.06
```

No. 2
DFT (ωB97M-V with the def2-TZVPD basis set) results for a 2-piece molecular cluster, C12H16N2 overall at a distorted geometry.

Values from the calculation:
- LUMO energy (eV) = 0.67
- SMILES string = CCc1c[nH]cn1.Cc1ccccc1
- total charge = 0
- gap between HOMO and LUMO (eV) = 9.2

Structure (XYZ):
```
30
Properties=species:S:1:pos:R:3:lowdin_charge:R:1
C -1.89 -0.31 2.82 -0.21
C -1.15 -1.61 2.56 -0.09
C -2.01 0.61 1.66 -0.31
C -1.28 1.65 1.17 -0.07
C -2.93 1.21 -0.20 -0.22
N -3.05 0.36 0.77 0.10
N -1.86 2.02 -0.02 0.04
H -2.89 -0.49 3.20 0.11
H -1.44 0.21 3.65 0.10
H -0.27 -1.57 1.92 0.05
H -0.46 2.23 1.57 0.11
H -3.55 1.21 -1.09 0.11
H -1.50 2.78 -0.56 0.14
H -1.77 -2.41 2.15 0.07
H -0.69 -1.92 3.49 0.06
C 1.45 0.49 -3.43 -0.06
C 2.36 -1.27 0.40 -0.10
C 2.62 0.06 0.11 -0.10
C 1.94 -2.05 -0.68 -0.09
C 2.56 0.58 -1.18 -0.06
C 1.81 -1.53 -1.97 -0.06
C 1.99 -0.17 -2.21 -0.28
H 2.57 -1.71 1.36 0.10
H 3.02 0.73 0.86 0.10
H 1.71 -3.11 -0.67 0.10
H 2.83 1.61 -1.38 0.11
H 1.47 -2.22 -2.73 0.11
H 0.83 1.34 -3.13 0.07
H 0.80 -0.09 -4.08 0.08
H 2.20 0.96 -4.08 0.08
```

No. 3
DFT (ωB97M-V with the def2-TZVPD basis set) results for a 2-piece molecular cluster, C12H16N2O overall at a distorted geometry.

Values from the calculation:
- LUMO energy (eV) = 0.75
- SMILES string = CCc1c[nH]cn1.Cc1ccc(O)cc1
- total charge = 0
- gap between HOMO and LUMO (eV) = 9.0

Structure (XYZ):
```
31
Properties=species:S:1:pos:R:3:lowdin_charge:R:1
C 1.24 -0.20 -2.71 -0.19
C 0.97 0.86 -3.81 -0.10
C -0.03 -0.90 -2.32 -0.33
C -0.24 -2.23 -2.12 -0.07
C -2.12 -1.14 -1.95 -0.21
N -1.24 -0.24 -2.26 0.10
N -1.57 -2.36 -1.81 0.05
H 1.95 -0.95 -3.04 0.10
H 1.60 0.33 -1.83 0.09
H 1.80 1.05 -4.47 0.06
H 0.51 -2.99 -1.99 0.11
H -3.17 -0.95 -1.80 0.11
H -2.03 -3.19 -1.48 0.14
H 0.74 1.78 -3.28 0.07
H 0.06 0.62 -4.36 0.06
C 2.90 1.66 1.30 -0.06
C 1.38 -0.14 2.28 -0.04
C 1.60 1.17 1.85 -0.29
C 0.14 -0.55 2.69 -0.03
C 0.53 2.05 1.93 -0.05
C -0.96 0.31 2.71 -0.33
C -0.74 1.62 2.32 -0.03
O -2.20 -0.24 2.82 0.04
H 2.25 -0.76 2.46 0.11
H 0.06 -1.51 3.17 0.11
H 2.93 2.75 1.28 0.07
H 3.09 1.32 0.28 0.07
H 0.71 3.11 1.78 0.11
H -1.51 2.35 2.53 0.11
H -2.90 0.43 2.69 0.12
H 3.79 1.31 1.83 0.08
```

No. 4
DFT (ωB97M-V with the def2-TZVPD basis set) results for a 2-piece molecular cluster, C12H16N2O overall at a distorted geometry.

Values from the calculation:
- LUMO energy (eV) = 0.63
- SMILES string = Cc1c[nH]c2ccccc12.CCC(N)=O
- total charge = 0
- gap between HOMO and LUMO (eV) = 8.5

Structure (XYZ):
```
31
Properties=species:S:1:pos:R:3:lowdin_charge:R:1
C -2.12 0.66 -1.44 -0.07
C -0.03 1.94 -0.65 -0.18
C -0.81 1.14 -1.45 -0.26
C 1.36 1.77 -0.86 -0.19
C 0.23 0.57 -2.18 -0.08
C 0.56 3.68 0.98 -0.05
C 2.06 3.58 0.59 -0.06
C -0.40 2.90 0.35 -0.04
C 2.37 2.70 -0.38 -0.04
N 1.49 0.85 -1.84 0.11
H 0.20 4.62 1.47 0.10
H 2.79 4.16 0.99 0.05
H -1.38 2.82 0.72 0.09
H 3.27 2.74 -0.96 0.10
H -2.70 0.83 -2.47 0.14
H -2.82 0.95 -0.63 0.10
H -0.10 -0.24 -2.92 0.16
H 2.27 0.56 -2.30 0.13
H -2.12 -0.32 -1.18 0.01
C 0.17 -3.64 0.89 -0.18
C 0.58 -3.13 2.33 -0.12
C -1.11 -3.09 0.17 -0.49
O -1.09 -3.42 -0.99 0.04
N -1.94 -2.21 0.89 0.19
H 1.12 -3.35 0.25 0.14
H 0.11 -4.80 0.92 0.12
H 0.48 -4.19 2.76 0.09
H -0.09 -2.37 2.81 0.05
H -2.25 -1.43 0.34 0.07
H -1.59 -1.77 1.62 0.00
H 1.49 -2.49 2.19 0.07
```

No. 5
DFT (ωB97M-V with the def2-TZVPD basis set) results for one molecule with the formula C12H16N2O3 at a distorted geometry.

Values from the calculation:
- LUMO energy (eV) = 0.51
- SMILES string = C[C@H](NC(=O)[C@@H](N)Cc1ccccc1)C(=O)O
- total charge = 0
- gap between HOMO and LUMO (eV) = 9.8

Structure (XYZ):
```
33
Properties=species:S:1:pos:R:3:lowdin_charge:R:1
C -2.01 0.70 -0.86 -0.27
C -1.13 1.75 -0.35 -0.44
C -2.52 -0.33 0.20 -0.07
C -1.40 -1.12 0.90 -0.19
C -0.83 -0.61 2.04 -0.06
C -0.87 -2.42 0.55 -0.07
C 0.28 -1.17 2.67 -0.07
C 0.30 -2.89 1.04 -0.13
C 0.93 -2.23 2.08 -0.12
C 0.91 0.85 -1.38 -0.30
C 2.04 0.64 -0.34 -0.46
C 1.53 0.95 -2.81 -0.03
H -1.71 0.48 -2.89 0.12
H -1.76 -0.88 -2.11 0.08
H -2.94 1.20 -1.27 0.17
H -3.14 0.14 0.99 0.13
H -3.16 -1.05 -0.19 0.09
H -1.41 0.08 2.52 0.09
H -1.26 -3.02 -0.39 0.14
H 0.48 -0.67 3.68 0.14
H 0.77 -3.71 0.36 0.14
H 1.89 -2.56 2.45 0.10
H 0.63 2.79 -0.63 0.16
H 0.21 0.07 -1.31 0.08
H 2.09 1.95 -2.87 0.10
H 0.79 1.05 -3.58 0.05
H 2.25 0.08 -3.07 0.11
H 3.14 -0.63 0.25 0.12
N -1.39 0.04 -2.01 0.03
N 0.12 1.96 -0.92 0.12
O -1.49 2.46 0.59 0.07
O 2.09 1.04 0.81 0.09
O 2.99 -0.25 -0.63 0.09
```

No. 6
DFT (ωB97M-V with the def2-TZVPD basis set) results for C12H16N8O3OsS as an isolated structure at a distorted geometry.

Values from the calculation:
- LUMO energy (spin up / spin down) (eV) = -15.67 / -17.14
- total charge = +4
- gap between HOMO and LUMO (spin up / spin down) (eV) = 5.8 / 2.5

Structure (XYZ):
```
41
Properties=species:S:1:pos:R:3:lowdin_charge:R:1
Os -0.87 0.24 0.56 1.27
N -3.46 0.28 0.61 0.04
N -3.89 -0.53 1.68 0.06
C -3.02 -1.00 2.57 -0.33
N -3.39 -1.59 3.67 0.31
N -1.71 -0.77 2.20 -0.03
N -0.72 -0.56 3.11 -0.38
O 0.20 0.13 2.55 -0.07
O -0.69 -0.96 4.22 0.28
H -3.80 1.23 0.74 0.14
H -3.89 -0.06 -0.25 0.13
H -4.89 -0.63 1.83 0.20
H -4.36 -1.69 3.94 0.18
H -2.72 -1.96 4.33 0.15
S 0.11 1.92 -0.63 0.81
C 1.31 3.04 -0.02 -0.57
N 1.81 3.01 1.24 0.11
C 2.71 3.90 1.68 0.06
C 3.17 4.90 0.84 0.07
C 2.69 4.96 -0.46 0.08
C 1.74 4.03 -0.89 0.00
H 1.50 2.30 1.89 0.15
H 3.05 3.80 2.70 0.17
H 3.89 5.62 1.21 0.16
H 3.03 5.73 -1.14 0.16
H 1.33 4.09 -1.89 0.14
N 2.78 -3.21 -3.95 0.29
C 2.51 -2.56 -2.86 -0.41
O 3.36 -1.99 -2.12 0.14
C 1.07 -2.46 -2.34 -0.04
C 0.08 -3.35 -2.72 0.08
C -1.18 -3.19 -2.17 0.03
C -1.40 -2.16 -1.27 -0.08
N -0.44 -1.30 -0.90 -0.12
C 0.79 -1.45 -1.41 -0.04
H 3.74 -3.29 -4.27 0.18
H 2.08 -3.61 -4.56 0.15
H 0.25 -4.18 -3.40 0.15
H -1.98 -3.86 -2.43 0.15
H -2.39 -2.03 -0.83 0.11
H 1.57 -0.78 -1.10 0.12
```

No. 7
DFT (ωB97M-V with the def2-TZVPD basis set) results for C12H17AsBrF2IN2O4S4SiTc as an isolated structure at a distorted geometry.

Values from the calculation:
- LUMO energy (spin up / spin down) (eV) = -5.34 / -5.34
- total charge = +1
- gap between HOMO and LUMO (spin up / spin down) (eV) = 5.4 / 5.4

Structure (XYZ):
```
46
Properties=species:S:1:pos:R:3:lowdin_charge:R:1
Tc -0.05 0.25 0.39 1.44
Br 2.07 -2.63 1.24 0.91
C 2.37 -0.97 2.05 -0.68
C 3.48 -0.86 2.89 -0.07
C 3.70 0.32 3.57 0.00
C 2.79 1.36 3.42 0.05
C 1.73 1.17 2.57 -0.16
N 1.51 0.04 1.87 -0.03
C 0.72 2.26 2.34 -0.52
O 0.72 3.31 2.90 0.17
O -0.19 1.86 1.46 -0.27
H 4.14 -1.70 2.99 0.11
H 4.55 0.42 4.22 0.13
H 2.88 2.31 3.93 0.14
S -5.05 1.22 2.76 0.00
As -4.46 -0.69 3.03 0.33
S -2.85 -1.48 0.20 -0.04
S -1.69 -0.85 1.75 0.06
S -4.78 -1.72 0.98 -0.06
C 0.43 -3.83 -1.65 -0.17
Si 0.52 -2.05 -2.16 0.43
C 2.19 -1.54 -2.78 -0.15
C -0.88 -1.53 -3.27 -0.14
O 0.21 -1.08 -0.71 -0.54
H 0.22 -4.43 -2.54 0.05
H -0.39 -4.01 -0.95 0.04
H 1.35 -4.20 -1.22 0.02
H 2.46 -2.18 -3.62 0.05
H 2.96 -1.63 -2.02 0.04
H 2.19 -0.51 -3.15 0.04
H -0.57 -1.64 -4.31 0.05
H -1.15 -0.48 -3.12 0.03
H -1.78 -2.13 -3.12 0.04
F 2.57 0.80 -0.64 -0.02
C 1.33 1.38 -0.74 -0.40
F 1.48 2.67 -0.36 0.02
H 1.05 1.38 -1.81 0.11
N -2.87 2.20 0.65 0.18
C -2.39 1.96 -0.54 -0.56
O -1.44 1.15 -0.76 -0.21
C -2.95 2.61 -1.77 -0.55
I -4.59 3.92 -1.49 0.93
H -2.46 1.75 1.46 0.05
H -3.63 2.85 0.77 0.02
H -3.27 1.81 -2.44 0.07
H -2.15 3.16 -2.25 0.07
```

Question: What is the total charge in the second record?
Answer: 0

Question: Which of these has the highest total charge?
Answer: C12H16N8O3OsS

Question: Which value of total charge does entry 4 give?
Answer: 0